Computed, not measured: a molecular structure, C33H43AsN4PdS4Sb, with wB97M-V/def2-TZVPD.

The energy above the lowest of the compared OMol25 structures with the same formula, charge and spin is 37.3 kcal/mol. As for the HOMO energy (alpha / beta): 1.01 / -1.66 eV. The value obtained for the LUMO energy (alpha / beta) is 4.1 / 4.1 eV. Its expectation value of S² is 0.7746. As for the calculated total energy: -155079.11924 eV.

Geometry as ORCA input:
```
! wB97M-V def2-TZVPD RIJCOSX def2/J DEFGRID3
* xyz -2 2
Sb -3.80518 -1.80170 -1.31875
Pd -1.10549 -0.22237 -0.87963
As -0.23095 -2.41407 -0.42128
S -4.92088 0.07245 -2.54797
S -4.12215 -3.67100 -2.53578
S -2.83093 -0.02701 -2.90370
S -0.39160 2.05050 -0.80773
N 1.12874 0.91438 1.13318
N -3.65849 2.98800 0.53889
N -3.40185 0.97102 1.96638
N 1.95781 0.70836 -0.99866
C 0.04799 0.95617 2.10758
C -1.72591 -3.68045 1.82726
C 1.64610 3.07634 4.96908
C 1.46506 1.92536 3.98615
C 3.92680 -2.05579 0.53650
C 0.85607 1.04602 -0.22367
C 1.22738 -6.01429 -3.00254
C -3.14501 4.21545 -1.49391
C -3.86933 5.43318 -0.92313
C 2.74474 -2.01531 2.62402
C 0.19145 -5.06982 -1.01866
C -4.36940 4.10410 1.14803
C -0.94892 -3.80530 0.69665
C 0.22305 2.08019 3.11795
C 0.30834 -3.78588 -1.64920
C 1.83620 0.59351 -2.44682
C 4.05897 3.56525 -3.65195
C 3.69441 2.25015 -2.97259
C 1.54735 -2.20978 1.94718
C 1.29737 -4.74887 -3.62069
C -0.48368 -5.07752 0.23041
C 0.68839 -6.18446 -1.74909
C -0.82241 -6.20936 1.02216
C 0.82064 -3.63839 -2.91877
C 2.72317 -2.24755 -0.13486
C 3.93903 -1.92688 1.91912
C -3.81963 5.41607 0.60439
C -3.71467 2.92744 -0.92384
C -2.04671 -4.80729 2.59026
C 1.51637 -2.31297 0.55831
C 2.23392 1.87004 -3.17659
C -3.52559 1.88482 1.26750
C -1.57291 -6.06397 2.16608
H -0.50326 -7.19955 0.71410
H -2.08043 4.26995 -1.25010
H -5.44451 4.03162 0.92044
H -3.42719 6.35828 -1.30212
H 2.53805 2.94802 5.58683
H -0.89262 1.07770 1.58158
H 2.02980 1.73891 -4.24513
H 0.61779 -2.29877 2.50073
H 0.81063 0.31341 -2.70667
H -3.16311 2.05382 -1.26508
H 4.87301 -1.76651 2.44513
H 1.68970 -4.64458 -4.62445
H 4.85571 -2.00927 -0.02114
H 0.27250 3.02762 2.56992
H 1.81182 0.19385 1.32563
H -4.75722 2.79859 -1.24014
H 1.40335 0.97897 4.53505
H 5.10835 3.82695 -3.49732
H 2.34304 1.85354 3.33761
H 2.71386 -2.36748 -1.21456
H 2.49524 -0.04208 -0.58270
H 3.88936 2.32151 -1.89961
H 1.59156 -6.88593 -3.53845
H 0.63285 -7.18170 -1.32547
H -4.91659 5.41977 -1.24847
H -1.82125 -6.94785 2.74640
H 3.88179 3.51103 -4.72935
H -2.09581 -2.70154 2.12068
H -0.66866 2.11718 3.75355
H 1.74002 4.02654 4.43755
H 4.33620 1.44808 -3.35569
H -4.24914 4.04278 2.22893
H 3.44756 4.38105 -3.25941
H 0.84290 -2.65375 -3.37381
H -4.39589 6.24620 1.02364
H -3.23488 4.18139 -2.58162
H 2.48948 -0.22728 -2.76025
H -2.66150 -4.71585 3.47675
H 1.58643 2.67597 -2.82352
H 2.74713 -1.93241 3.70539
H -2.78294 5.52436 0.93565
H -0.00536 -0.00794 2.62506
H 0.78457 3.15660 5.63716
*
```

Computed, not measured: a molecular structure, C21H19FeN4O2PS, with wB97M-V/def2-TZVPD.

The energy above the lowest of the compared OMol25 structures with the same formula, charge and spin is 25.0 kcal/mol. As for the HOMO energy (alpha / beta): -10.55 / -11.44 eV. The value obtained for the LUMO energy (alpha / beta) is -3.3 / -4.7 eV. Its expectation value of S² is 8.7665. As for the calculated total energy: -86646.84016 eV.

Geometry as ORCA input:
```
! wB97M-V def2-TZVPD RIJCOSX def2/J DEFGRID3
* xyz 1 6
Fe 0.62890 0.70948 -0.01290
S 2.17930 -1.14962 0.29872
P 0.01832 -2.67907 -0.71739
O -3.16602 -0.40366 -0.61879
O -0.99085 -0.19236 -0.12335
N 1.62768 -0.15345 2.81156
N 1.05907 0.83768 2.06730
N 2.65606 -2.16816 2.68701
N 0.10247 2.73139 0.46608
C -1.77550 -2.35626 -0.61693
C 1.83373 -2.66880 -2.79139
C 0.04526 2.93324 1.79560
C -0.25793 -1.55491 -3.25446
C 0.50084 -5.38849 -1.34450
C 1.49844 -1.56395 -4.89984
C 0.29781 -4.41537 -0.36514
C 0.62508 1.87843 2.65109
C 0.65599 -7.06938 0.37040
C -0.52368 4.06864 2.33632
C 0.27986 -4.77898 0.98439
C -2.06596 -0.85727 -0.47113
C 2.30257 -2.30545 -4.04363
C 2.12138 -1.10164 2.06189
C 0.22082 -1.19057 -4.50492
C -0.99910 4.81849 0.11927
C -1.05542 5.02657 1.48446
C 0.67634 -6.71296 -0.97077
C 0.45239 -6.10435 1.34841
C -0.41352 3.65548 -0.34752
C 0.54232 -2.31010 -2.39201
H -1.26586 -1.27083 -2.97706
H 0.43138 -6.38364 2.39337
H 3.20208 -2.83030 2.16603
H -2.25258 -2.75850 -1.51306
H -0.55348 4.19135 3.41079
H 0.68408 1.99678 3.72924
H -0.41184 -0.62125 -5.17412
H 1.86738 -1.27836 -5.87642
H -0.35416 3.45533 -1.40945
H 2.47457 -3.22845 -2.12065
H 0.49788 -5.12323 -2.39334
H 0.82274 -7.46850 -1.73160
H 2.74858 -2.13488 3.68955
H 0.79956 -8.10376 0.65489
H 0.13371 -4.02379 1.74989
H -1.39920 5.53852 -0.57940
H -2.19255 -2.88074 0.24311
H 3.29883 -2.59662 -4.34864
H -1.51054 5.92216 1.88638
*
```

Computed, not measured: 2 unconnected molecules or ions with the total composition CH3NO2S2, with wB97M-V/def2-TZVPD.

The energy above the lowest of the compared OMol25 structures with the same formula, charge and spin is 59.9 kcal/mol. As for the HOMO energy (alpha / beta): -9.55 / -9.55 eV. As for the structure (SMILES): N=S(=O)=O.C=S. The value obtained for the LUMO energy (alpha / beta) is -1.1 / -1.1 eV. As for the calculated total energy: -28337.82501 eV.

Geometry as ORCA input:
```
! wB97M-V def2-TZVPD RIJCOSX def2/J DEFGRID3
* xyz 0 1
S 1.28614 -0.30979 -0.78565
S -1.78565 -0.27218 -0.43710
O -1.70985 1.15360 -0.34945
O -1.41208 -1.05371 0.71714
N -2.71671 -0.91720 -1.45158
C 1.71422 -0.55545 0.76268
H -2.59305 -1.91438 -1.08100
H 1.23996 -0.98258 1.64141
H 2.76514 -0.60592 0.78647
*
```

Computed, not measured: a molecular structure, C17H17MnN6S, with wB97M-V/def2-TZVPD.

As for the HOMO energy (alpha / beta): -14.48 / -14.55 eV. The value obtained for the LUMO energy (alpha / beta) is -8.9 / -7.7 eV. Its expectation value of S² is 6.1665. As for the calculated total energy: -68987.33791 eV.

Geometry as ORCA input:
```
! wB97M-V def2-TZVPD RIJCOSX def2/J DEFGRID3
* xyz 2 5
Mn -0.00551 0.15460 0.53364
S 0.23996 2.32118 0.06196
N 2.48293 3.32207 -0.91482
N -0.47876 0.16710 2.51075
N 0.10148 -1.82677 0.24841
N 1.87969 0.01436 -0.08530
N 2.61594 1.08674 -0.51323
N -0.71651 0.87527 4.56487
C -0.91329 -2.69594 0.29681
C -0.39021 -0.92429 3.36154
C 6.52013 -1.99171 -0.59461
C 1.67118 -3.59688 0.31240
C 2.39702 -1.17219 -0.03903
C -0.69055 -4.06211 0.32460
C 5.57200 -2.75232 -1.26348
C 4.78335 -0.67527 0.41346
C 0.61619 -4.50938 0.37280
C 1.38619 -2.25831 0.18905
C 1.92644 2.18608 -0.49163
C 6.12620 -0.95694 0.24290
C -0.53554 -0.48938 4.63419
C 4.22478 -2.49420 -1.07636
C -0.67140 1.23434 3.28587
C -0.89454 1.78651 5.70899
C 3.82114 -1.45500 -0.23154
H -0.79091 2.24960 2.94570
H 1.97564 4.18964 -0.92913
H -1.05617 1.18794 6.59941
H 5.87998 -3.53900 -1.93832
H 6.86851 -0.36353 0.75882
H -0.00495 2.39638 5.83732
H 3.49872 -3.05339 -1.65271
H 7.57248 -2.19985 -0.73542
H 2.69555 -3.93303 0.35864
H -0.24841 -1.92925 3.00468
H -1.91470 -2.28664 0.33472
H 4.48215 0.12708 1.07307
H -0.53272 -1.01871 5.57114
H -1.52743 -4.74529 0.33726
H 0.82876 -5.56771 0.45231
H 3.42867 3.30594 -1.26378
H -1.76318 2.41526 5.53708
*
```

no.,M (g/mol)
1,927.11
2,478.29
3,125.17
4,392.37